DFT (wB97M-V/def2-TZVPD) results for a molecular structure, C13H23N4O3S in a non-equilibrium geometry.

Structure (XYZ):
```
44
Properties=species:S:1:pos:R:3:lowdin_charge:R:1
C -2.907 -2.857 1.764 -0.02
N -2.884 -1.978 0.540 0.07
C -1.840 -1.421 -0.184 -0.35
N -2.106 -0.718 -1.211 0.12
C -3.311 -0.167 -1.795 -0.07
C -3.191 1.432 -1.474 -0.50
H -2.311 1.699 -1.861 0.00
H -4.007 2.060 -2.087 0.13
S -3.079 2.067 0.138 0.90
C -1.338 2.785 0.312 -0.41
C -0.395 2.116 0.878 -0.40
C -0.504 1.088 1.759 0.04
C 0.927 0.283 1.884 0.10
C 1.695 1.192 1.105 -0.27
O 0.908 1.971 0.241 0.02
C 3.049 0.909 0.870 -0.02
N 3.372 -0.153 -0.346 -0.12
C 4.637 -0.642 -0.282 -0.03
H 5.544 0.294 -0.469 0.22
H 4.769 -1.208 -1.096 0.07
H 4.750 -1.173 0.458 0.02
C 2.968 0.773 -1.524 0.00
H 3.814 1.581 -1.786 0.14
H 2.021 1.151 -1.506 0.01
H 3.148 0.125 -2.732 0.20
H 2.689 -0.785 -0.287 0.01
H 3.579 1.722 0.499 0.11
H 3.650 0.686 1.592 0.08
H 1.150 -0.322 2.799 0.14
H -1.235 0.693 2.500 0.12
H -1.502 3.793 0.942 0.16
H -1.134 3.177 -0.790 0.15
H -3.474 -0.205 -2.675 0.01
H -4.244 -0.405 -1.097 0.16
H -1.303 -0.450 -1.596 0.06
C -0.643 -1.733 0.218 -0.04
N 0.447 -1.425 -0.529 -0.25
O 1.539 -1.818 0.332 -0.13
O 0.391 -0.498 -1.221 0.07
H -0.632 -2.549 1.033 0.18
H -3.875 -1.713 0.455 0.13
H -2.690 -3.755 1.629 0.00
H -2.434 -2.473 2.497 0.02
H -4.008 -3.150 2.100 0.16
```

Results
* total energy: -36769.7670 eV
* Kohn-Sham gap: 8.0087 eV
* total charge: +1
* energy relative to the best compared isomer or geometry (same formula, charge and spin): 1367.3 kJ/mol
* HOMO energy: -11.42 eV
* multiplicity: 1

DFT (wB97M-V/def2-TZVPD) results for a molecular structure, C13H23N4O6S4 in a non-equilibrium geometry.

Structure (XYZ):
```
50
Properties=species:S:1:pos:R:3:lowdin_charge:R:1
O -3.571 -0.448 2.484 0.06
C -3.012 -1.139 1.695 -0.31
C -1.854 -0.664 0.868 -0.20
S -2.093 -0.666 -0.912 0.47
O -2.838 -1.868 -1.179 -0.32
O -0.741 -0.648 -1.422 -0.34
N -2.758 0.693 -1.348 -0.36
S -4.343 0.892 -1.187 0.50
O -5.163 0.025 -1.986 -0.33
O -4.727 1.024 0.200 -0.35
C -4.508 2.535 -1.921 -0.25
C -3.189 3.192 -2.325 -0.29
C -2.484 4.055 -1.277 -0.44
S -2.557 3.400 0.413 0.91
C -1.020 4.018 1.033 -1.07
S -0.903 5.480 1.736 0.67
N 0.045 3.155 0.910 -0.13
C 0.086 1.986 0.139 -0.08
C 1.335 1.483 0.311 -0.12
N 2.080 2.280 1.170 0.07
C 1.284 3.253 1.509 -0.19
H -3.297 -2.195 1.613 0.12
H -1.507 0.289 1.249 0.08
H -1.048 -1.379 1.001 0.10
H -5.092 3.162 -1.259 0.10
H -5.101 2.381 -2.813 0.09
H -3.385 3.835 -3.178 0.11
H -2.520 2.413 -2.669 0.09
H -1.452 4.160 -1.594 0.08
H -2.902 5.057 -1.285 0.07
H -0.750 1.641 -0.437 0.06
H 1.672 0.569 -0.140 0.09
H 1.544 4.047 2.178 0.10
C 4.513 -4.676 1.042 -0.08
C 4.484 -3.840 -0.234 -0.44
C 4.321 -2.334 0.015 -0.21
O 3.013 -1.927 0.348 -0.19
C 2.665 -2.083 1.713 -0.10
N 3.448 -4.372 -1.124 0.04
H 3.521 -4.792 1.476 0.06
H 4.889 -5.677 0.826 0.07
H 5.166 -4.227 1.794 0.08
H 5.449 -3.973 -0.732 0.13
H 4.557 -1.813 -0.917 0.12
H 5.036 -1.977 0.770 0.12
H 3.521 -1.911 2.372 0.09
H 2.248 -3.077 1.893 0.08
H 1.895 -1.348 1.944 0.08
H 3.496 -3.891 -2.017 0.07
H 2.545 -4.102 -0.745 0.07
```

Results
* total energy: -75440.1100 eV
* Kohn-Sham gap: 7.5549 eV
* total charge: -1
* energy relative to the best compared isomer or geometry (same formula, charge and spin): 0.0 kJ/mol
* HOMO energy: -6.01 eV
* multiplicity: 1

DFT (wB97M-V/def2-TZVPD) results for a molecular structure, C13H24AlF6IO3P2 in a non-equilibrium geometry.

Structure (XYZ):
```
50
Properties=species:S:1:pos:R:3:lowdin_charge:R:1
C 0.011 0.231 -4.694 0.09
C 0.013 1.156 -3.630 0.03
H 0.019 0.791 -5.650 0.17
H -0.891 -0.406 -4.637 0.15
H 0.907 -0.416 -4.631 0.15
O 0.002 2.143 -2.992 0.30
I -0.108 -2.706 -1.387 0.62
Al -0.001 -0.392 -0.416 -0.52
P 2.441 0.195 -0.678 0.79
C 3.267 1.232 0.561 -0.20
C 3.172 -1.400 -0.211 -0.25
H 4.264 -1.317 -0.257 0.08
H 4.423 0.585 -1.917 0.07
H 2.822 -2.199 -0.873 0.01
H 3.149 -0.087 -2.989 0.05
H 2.943 0.910 1.555 0.04
H 2.870 -1.647 0.813 0.04
C 3.357 0.626 -2.182 -0.23
H 4.361 1.128 0.488 0.08
H 3.107 1.641 -2.515 0.05
H 3.008 2.286 0.425 0.06
P -2.448 0.218 -0.628 0.78
C -3.278 1.424 0.449 -0.21
C -3.288 0.519 -2.213 -0.24
H -3.171 -2.097 -0.870 0.03
H -4.272 -1.137 0.170 0.07
H -2.714 -1.733 0.813 0.03
C -3.224 -1.345 -0.077 -0.25
H -3.065 -0.285 -2.924 0.05
H -4.369 0.535 -1.996 0.08
H -4.350 1.189 0.523 0.08
H -3.163 2.437 0.045 0.07
H -2.987 1.494 -2.622 0.05
H -2.830 1.382 1.448 0.04
C 0.001 1.766 -0.524 -0.09
O -0.022 2.913 -0.369 0.21
C -1.280 -1.389 3.159 0.03
C -0.016 -0.670 2.745 -0.37
O 0.120 -0.477 1.372 -0.17
C 0.006 0.769 3.369 -0.48
F 0.049 0.774 4.728 0.17
F 1.034 1.530 2.913 0.14
F -1.136 1.441 3.010 0.11
C 1.208 -1.513 3.269 -0.48
F 1.069 -1.884 4.577 0.16
F 1.315 -2.647 2.523 0.14
F 2.401 -0.868 3.156 0.14
H -2.155 -0.814 2.834 0.09
H -1.297 -1.505 4.253 0.12
H -1.274 -2.377 2.684 0.11
```

Results
* total energy: -69580.2143 eV
* Kohn-Sham gap: 6.0385 eV
* total charge: +2
* energy relative to the best compared isomer or geometry (same formula, charge and spin): 103.5 kJ/mol
* HOMO energy: -15.63 eV
* multiplicity: 1